# C3H10N4O

A molecular structure, C3H10N4O in a non-equilibrium geometry (the ωB97M-V functional and the def2-TZVPD basis, the Open Molecules 2025 dataset).

Results
HOMO-LUMO gap = 9.0 eV
E = -11270.560 eV
HOMO level = -8.6 eV
Lowest unoccupied orbital energy = 0.41 eV

Each line ends with the natural charge from an NBO analysis.
Element x y z (Å)
C 1.9289 0.0693 0.3698  -0.67
C 0.8503 -0.8538 -0.3636  -0.25
C -1.0704 0.4955 0.3716  0.52
H 1.3245 0.2245 1.5612  0.25
H 3.0299 -0.8380 0.4712  0.20
H 2.1460 1.1600 -0.3264  0.24
H 0.7837 -0.6496 -1.2814  0.18
H 1.5180 -1.8390 -0.5701  0.21
H -0.1659 -1.1145 1.1628  0.42
H -2.1791 1.6947 -1.0931  0.41
H -0.0550 0.3713 -2.6477  0.36
H -1.1585 -1.1478 -2.0057  0.38
H -1.1972 0.7826 3.3562  0.48
N -0.3775 -0.6722 0.3349  -0.62
N -1.4826 1.0240 -0.8885  -0.48
N -1.1448 0.1513 -2.1886  -0.72
N -1.7174 1.0021 1.3052  -0.22
O -1.0330 0.1396 2.4322  -0.69